{"formula": "C3H3N", "method": "ωB97M-V with the def2-TZVPD basis set", "species": ["C", "C", "C", "N", "H", "H", "H"], "positions_angstrom": [[2.50545, -0.05074, -0.25479], [-1.15466, -0.12170, 1.17442], [-1.97971, -0.04911, 0.23469], [3.58491, -0.16092, -0.62196], [1.44855, 0.09956, 0.05180], [-3.02173, -0.26771, 0.03149], [-1.38280, 0.55062, -0.61565]], "homo_ev": -11.6, "relative_energy_kcal_mol": 91.3, "gap_ha": 0.396, "e_lumo_ev": -0.791, "energy_ev": -4644.5638}